# C32H64FN2O17P3S3

A 4-piece molecular cluster, C32H64FN2O17P3S3 overall in a non-equilibrium geometry (ωB97M-V/def2-TZVPD, the Open Molecules 2025 dataset).

Computed properties:
SMILES: C[C@H](F)[C@@]1(C[C@@H]2CO2)OS(=O)(=O)O[C@@H]1CCCSC(=S)n1ccnc1.CCOP(=O)(OCC)OCC.CCOP(=O)(OCC)OCC.CCOP(=O)(OCC)OCC
HOMO-LUMO gap: 7.784 eV
Energy: -135097.856 eV
HOMO energy: -8.96 eV

Element x y z (Å)
1 C 0.0376 2.4082 0.9405
2 C 1.0133 3.2866 0.1818
3 F 1.5156 4.2777 1.0028
4 C 0.4887 3.8626 -1.1771
5 C -0.2420 5.1828 -0.9546
6 C 0.2736 6.2776 -1.9300
7 C -0.1382 7.6782 -1.5426
8 O -0.7264 6.8980 -2.6735
9 O 1.6640 3.8299 -2.0084
10 S 1.8091 2.4598 -2.8389
11 O 1.8784 2.8279 -4.2080
12 O 2.8859 1.7097 -2.3073
13 O 0.4216 1.8202 -2.3752
14 C -0.4448 2.8925 -1.9117
15 C -1.1300 3.4026 -3.2029
16 C -2.2605 2.3952 -3.5486
17 C -3.5416 2.7336 -2.7417
18 S -4.9596 2.8228 -3.8944
19 C -5.9234 4.2025 -3.2533
20 S -5.8047 5.6278 -4.0088
21 N -6.7517 3.9727 -2.1576
22 C -6.8844 2.7953 -1.4357
23 C -7.8377 3.1004 -0.5082
24 N -8.2541 4.4073 -0.6225
25 C -7.5966 4.9210 -1.6225
26 H -0.3076 1.5496 0.3640
27 H -0.8254 2.9554 1.3355
28 H 0.5557 1.9955 1.8105
29 H 1.8580 2.6475 -0.0904
30 H -0.1422 5.5931 0.0477
31 H -1.3025 5.1450 -1.2071
32 H 1.2639 6.1520 -2.3591
33 H -0.8243 7.8164 -0.7154
34 H 0.1817 8.4977 -2.1739
35 H -1.2487 2.4811 -1.3040
36 H -0.4603 3.3902 -4.0630
37 H -1.5585 4.4016 -3.1081
38 H -1.9347 1.4008 -3.2270
39 H -2.4305 2.3422 -4.6229
40 H -3.7623 1.9824 -1.9809
41 H -3.4155 3.6997 -2.2474
42 H -6.3393 1.8869 -1.6132
43 H -8.2208 2.4178 0.2345
44 H -7.6893 5.9357 -1.9659
45 O -2.7136 -1.0441 2.2815
46 P -2.6249 -1.1988 3.7687
47 O -1.3539 -2.2740 3.7822
48 C -0.1971 -2.0259 2.9922
49 C 0.7067 -0.9788 3.6147
50 O -3.8995 -2.2208 3.9885
51 C -5.0699 -2.1033 3.1725
52 C -5.0668 -3.1455 2.0691
53 O -2.4994 -0.9815 5.3690
54 C -2.2980 -2.1017 6.2602
55 C -0.9119 -2.0583 6.8647
56 H -0.4785 -1.7366 1.9783
57 H 0.3420 -2.9716 2.9113
58 H 0.1398 -0.0956 3.9221
59 H 1.4810 -0.6734 2.9091
60 H 1.2035 -1.3697 4.5025
61 H -5.1543 -1.0987 2.7584
62 H -5.9327 -2.2550 3.8228
63 H -4.0887 -3.2253 1.5961
64 H -5.8106 -2.9081 1.3073
65 H -5.2978 -4.1296 2.4816
66 H -2.4640 -3.0485 5.7562
67 H -3.0474 -2.0128 7.0469
68 H -0.1580 -1.8484 6.1111
69 H -0.6725 -3.0098 7.3416
70 H -0.8384 -1.2686 7.6147
71 O -1.6442 -8.5925 7.8870
72 P -1.5775 -7.8319 6.6140
73 O -2.0530 -8.9009 5.4742
74 C -3.1830 -9.7374 5.7116
75 C -4.4966 -8.9918 5.5502
76 O 0.0517 -7.8020 6.3743
77 C 0.9444 -7.8802 7.4892
78 C 1.4932 -9.2860 7.6474
79 O -1.7748 -6.4946 5.7446
80 C -1.3297 -6.4385 4.3748
81 C -2.5163 -6.3740 3.4378
82 H -3.1231 -10.1939 6.7008
83 H -3.1286 -10.5489 4.9851
84 H -4.4866 -8.0449 6.0956
85 H -5.3262 -9.5990 5.9136
86 H -4.6871 -8.7592 4.5018
87 H 0.4518 -7.5509 8.4033
88 H 1.7617 -7.1829 7.2962
89 H 0.7113 -10.0355 7.5335
90 H 1.9655 -9.4119 8.6226
91 H 2.2375 -9.4879 6.8748
92 H -0.6912 -7.2813 4.1261
93 H -0.7305 -5.5329 4.2744
94 H -3.2840 -7.0962 3.7087
95 H -2.2105 -6.5681 2.4088
96 H -2.9840 -5.3876 3.4771
97 O 6.2978 2.1453 -8.2989
98 P 7.1516 2.8704 -7.3245
99 O 6.1698 3.9993 -6.6766
100 C 4.8399 3.6482 -6.2875
101 C 4.8029 2.8775 -4.9811
102 O 8.0615 3.7810 -8.3550
103 C 8.3015 3.3310 -9.6902
104 C 7.3819 4.0326 -10.6727
105 O 8.3006 2.9173 -6.2000
106 C 8.7748 4.1775 -5.6932
107 C 8.3427 4.3608 -4.2533
108 H 4.3455 3.0814 -7.0779
109 H 4.2904 4.5841 -6.1789
110 H 5.5274 2.0580 -4.9816
111 H 3.8048 2.4713 -4.8081
112 H 5.0494 3.5260 -4.1380
113 H 8.1910 2.2496 -9.7601
114 H 9.3418 3.5630 -9.9260
115 H 6.3601 4.0811 -10.2988
116 H 7.3825 3.5240 -11.6378
117 H 7.7104 5.0626 -10.8251
118 H 8.4329 5.0089 -6.3026
119 H 9.8629 4.1522 -5.7540
120 H 7.2957 4.0978 -4.1187
121 H 8.4856 5.3952 -3.9377
122 H 8.9194 3.7155 -3.5885

Forces on atoms 1 to 6 (eV/Å):
C -0.09 0.21 0.78
C -0.32 -1.40 -0.56
F -0.21 0.24 -0.14
C -0.60 -1.26 1.56
C 1.07 1.48 -1.45
C 0.02 1.27 1.55

***

# C32H64O8

A 8-piece molecular cluster, C32H64O8 overall in a non-equilibrium geometry (ωB97M-V/def2-TZVPD, the Open Molecules 2025 dataset).

Computed properties:
SMILES: C1CCOC1.C1CCOC1.C1CCOC1.C1CCOC1.C1CCOC1.C1CCOC1.C1CCOC1.C1CCOC1
HOMO-LUMO gap: 9.566 eV
Energy: -50594.515 eV
Energy relative to the best compared isomer or geometry (same formula, charge and spin): 84.2 kcal/mol
HOMO energy: -9.07 eV

Element x y z (Å)
1 C -2.9346 0.9497 6.4123
2 C -1.4234 1.2456 6.1724
3 C -1.0731 0.4297 4.9256
4 O -2.1857 -0.4188 4.7097
5 C -3.0774 -0.3717 5.7191
6 H -3.6054 1.6071 5.8591
7 H -3.2482 0.8909 7.4546
8 H -0.8498 0.9881 7.0627
9 H -1.1256 2.2673 5.9368
10 H -0.2328 -0.2466 5.0825
11 H -0.9453 1.2073 4.1726
12 H -2.7883 -1.1920 6.3762
13 H -4.0653 -0.5825 5.3097
14 C 0.8614 -5.4613 -2.4581
15 C 0.4091 -5.4287 -0.9783
16 C 1.0303 -4.1413 -0.5863
17 O 1.5263 -3.4880 -1.7063
18 C 0.9609 -4.0223 -2.9261
19 H 0.1347 -6.0657 -3.0009
20 H 1.8062 -5.9766 -2.6315
21 H 0.5358 -6.2876 -0.3193
22 H -0.6764 -5.3541 -1.0420
23 H 1.8858 -4.1649 0.0887
24 H 0.2419 -3.5662 -0.1006
25 H 1.6933 -3.8706 -3.7191
26 H 0.0174 -3.5461 -3.1931
27 C 4.0247 -0.1746 3.5336
28 C 3.5022 0.1348 2.1739
29 C 3.1496 1.6878 2.2623
30 O 3.0969 1.9509 3.6731
31 C 3.4184 0.8761 4.4586
32 H 5.1073 -0.0658 3.4682
33 H 3.8169 -1.2181 3.7707
34 H 2.6439 -0.4967 1.9447
35 H 4.2335 -0.1220 1.4075
36 H 2.3556 1.9629 1.5680
37 H 4.0904 2.1523 1.9668
38 H 2.5142 0.3886 4.8230
39 H 4.0588 1.2990 5.2326
40 C -4.7913 0.0184 -3.6153
41 C -5.5158 -0.9555 -4.4882
42 C -5.1263 -0.3382 -5.8287
43 O -3.9792 0.4377 -5.6878
44 C -3.4370 0.3019 -4.3440
45 H -4.6261 -0.3860 -2.6166
46 H -5.2673 0.9930 -3.5066
47 H -6.5657 -1.0075 -4.2002
48 H -5.1614 -1.9809 -4.3832
49 H -5.9712 0.2896 -6.1116
50 H -4.8559 -1.0564 -6.6028
51 H -2.8511 1.0768 -3.8496
52 H -2.8331 -0.5930 -4.1939
53 C 3.1776 3.7495 -3.7005
54 C 2.0366 4.0356 -2.6931
55 C 1.4296 2.6434 -2.8033
56 O 1.4719 2.3847 -4.1982
57 C 2.4468 3.1491 -4.8649
58 H 3.9520 3.0379 -3.4139
59 H 3.5109 4.7098 -4.0941
60 H 1.3068 4.8063 -2.9412
61 H 2.3394 4.2920 -1.6779
62 H 0.4414 2.4929 -2.3688
63 H 2.0261 1.9140 -2.2553
64 H 1.9418 3.9381 -5.4223
65 H 2.9526 2.4938 -5.5741
66 C -5.4700 3.0735 2.0866
67 C -4.0243 2.6027 2.2525
68 C -3.4611 3.8839 2.8414
69 O -4.0412 4.9502 2.1580
70 C -5.3800 4.6420 1.8773
71 H -5.9157 2.9299 3.0709
72 H -5.9104 2.5325 1.2490
73 H -3.6263 2.3356 1.2736
74 H -3.8723 1.8077 2.9825
75 H -2.3753 3.9771 2.8203
76 H -3.6194 4.0549 3.9063
77 H -5.6036 4.8285 0.8269
78 H -6.1272 5.1421 2.4935
79 C 5.0892 -4.1133 -0.8047
80 C 6.0465 -3.5486 -1.8530
81 C 6.3610 -2.1239 -1.3507
82 O 5.4726 -1.9224 -0.2828
83 C 4.4194 -2.8336 -0.3055
84 H 5.4681 -4.5136 0.1357
85 H 4.3446 -4.8220 -1.1673
86 H 5.7002 -3.7841 -2.8593
87 H 7.0096 -4.0532 -1.7755
88 H 6.1324 -1.5380 -2.2409
89 H 7.3836 -2.0131 -0.9897
90 H 3.6137 -2.4428 -0.9270
91 H 3.9307 -2.9360 0.6634
92 C -0.9104 -0.7769 -0.9094
93 C -1.5022 -0.1434 0.3257
94 C -0.6976 1.1581 0.3238
95 O 0.6058 0.8186 -0.1369
96 C 0.5491 -0.5021 -0.7063
97 H -1.2451 -0.1307 -1.7209
98 H -1.1740 -1.8081 -1.1444
99 H -1.5717 -0.7535 1.2263
100 H -2.5562 0.0659 0.1433
101 H -0.8024 1.6293 1.3011
102 H -1.1714 1.7928 -0.4250
103 H 1.0237 -1.2888 -0.1198
104 H 0.9717 -0.3995 -1.7058

Forces on atoms 1 to 6 (eV/Å):
C 0.18 0.53 -0.51
C -0.06 0.27 0.68
C -0.39 -0.06 1.27
O 1.28 0.33 -3.46
C -0.83 -1.30 1.67
H 0.20 0.59 0.25

***

- Which of these has the highest HOMO energy?
  C32H64FN2O17P3S3